No. 1
A molecular structure, C33H59AlCaCl6F11N3O14PS at a distorted geometry. Source: OMol25; level of theory: the ωB97M-V functional and the def2-TZVPD basis.

```
130
Properties=species:S:1:pos:R:3:forces:R:3
C 7.667 4.202 3.873 0.04 -4.00 -3.27
C 7.765 2.957 3.320 -1.59 3.96 2.18
C 7.471 1.472 2.729 2.21 2.16 1.86
P 5.958 1.449 1.500 -0.59 2.53 0.40
O 5.244 2.836 2.294 -0.39 -1.55 0.70
C 6.859 -0.075 0.769 0.56 -2.51 0.25
O 7.900 0.216 -0.216 -1.80 -0.32 0.93
N 9.083 -0.354 0.099 2.55 2.66 -2.24
O 9.918 0.254 -0.552 -1.12 -2.40 1.89
C 6.842 2.803 0.442 0.60 2.00 -1.21
C 6.274 2.908 -1.073 2.28 -2.38 -3.25
O 6.696 2.247 -2.090 -2.20 2.99 5.09
Cl 4.909 4.146 -1.392 1.49 -1.31 0.60
O 4.826 1.323 0.195 -2.40 -1.10 1.74
C 3.705 0.464 0.524 0.68 -1.12 -0.98
C 3.651 0.079 2.095 -0.16 1.14 0.78
C 3.161 -1.450 2.266 0.61 -0.17 0.66
C 4.330 -2.553 2.116 -0.82 -0.53 0.55
C 3.705 -3.779 1.229 1.85 3.01 -0.32
C 3.468 -3.335 -0.331 -1.07 -0.63 0.67
C 2.748 0.927 3.134 -0.63 0.11 0.43
C 1.154 0.688 3.044 -0.64 1.29 0.47
C 0.464 1.278 1.668 2.40 -1.47 2.10
F 1.314 2.355 1.220 -2.76 -2.71 0.21
F 0.434 0.127 0.755 -0.26 3.32 1.29
C -0.997 1.809 2.105 0.40 0.50 3.20
F -1.654 0.897 3.049 2.33 2.40 -2.94
F -0.798 3.068 2.817 -0.35 -4.16 -1.82
S -2.221 2.103 0.724 -3.29 3.21 -1.42
F -3.477 2.125 1.899 2.08 -0.49 -2.37
F -2.062 3.787 1.035 -0.61 -2.95 -1.30
F -1.049 2.300 -0.468 -1.85 -1.03 2.15
F -2.443 0.457 0.402 0.65 3.21 0.65
F -3.396 2.484 -0.439 2.30 -1.09 2.18
O 5.031 0.376 2.554 -0.72 -0.96 -1.68
H 7.371 5.266 4.255 1.01 -2.39 -0.70
H 8.463 1.145 2.215 -1.58 0.57 0.96
H 7.306 0.782 3.639 0.07 1.38 -1.18
H 5.009 2.631 3.233 0.19 0.07 -1.20
H 6.141 -0.861 0.264 0.65 1.09 0.59
H 7.339 -0.654 1.675 -0.83 1.44 -2.88
H 8.011 2.724 0.492 -2.20 -0.05 -0.78
H 6.607 3.841 0.934 0.32 -2.13 -0.90
H 2.745 0.720 -0.057 1.44 0.14 1.39
H 3.993 -0.575 0.038 -0.32 0.91 0.50
H 2.297 -1.678 1.523 1.47 0.59 1.15
H 2.701 -1.596 3.334 0.89 0.39 -2.03
H 5.334 -2.157 1.711 -1.71 -0.54 0.41
H 4.554 -2.976 3.185 -0.28 0.75 -2.07
H 4.311 -4.756 1.293 -0.19 2.34 -0.13
H 2.627 -4.019 1.639 1.80 1.37 -0.35
H 2.801 -2.396 -0.433 1.37 -1.20 0.16
H 4.526 -3.186 -0.811 -1.16 -0.62 0.94
H 2.926 -4.183 -0.917 1.30 1.43 0.99
H 2.934 2.068 3.132 -0.18 -1.99 -0.41
H 3.068 0.567 4.204 -0.53 0.54 -2.06
H 0.680 1.334 3.901 0.99 -1.25 -1.52
H 0.798 -0.390 3.235 0.60 1.73 -0.61
C -1.663 3.411 -4.233 -0.39 0.03 -0.05
O -3.047 3.689 -4.125 0.21 0.08 -0.12
C -3.314 4.752 -3.212 -0.39 -0.38 -0.21
C -4.696 5.345 -3.475 0.28 0.34 -0.03
O -4.711 6.261 -4.574 0.05 -0.44 -0.01
C -4.637 5.669 -5.874 -0.37 0.27 0.05
C -5.939 4.986 -6.293 0.59 -0.44 0.09
O -6.018 3.682 -5.721 -0.16 0.08 0.19
C -7.336 3.166 -5.755 0.28 0.08 -0.08
H -1.249 3.126 -3.261 0.14 0.05 0.04
H -1.533 2.583 -4.932 -0.12 0.05 0.08
H -1.132 4.283 -4.629 0.12 0.00 0.11
H -2.555 5.536 -3.307 -0.05 0.04 0.01
H -3.280 4.334 -2.200 0.03 0.20 0.14
H -4.981 5.939 -2.600 0.11 0.03 -0.10
H -5.458 4.573 -3.595 0.19 -0.15 -0.09
H -3.777 5.001 -5.955 -0.20 -0.19 0.04
H -4.457 6.504 -6.560 -0.11 -0.02 0.13
H -5.955 4.873 -7.383 -0.08 0.19 -0.07
H -6.790 5.595 -5.975 -0.01 0.08 0.00
H -8.009 3.795 -5.164 -0.13 0.04 -0.08
H -7.324 2.167 -5.317 0.06 0.17 -0.16
H -7.695 3.095 -6.787 -0.13 0.01 0.05
Ca 5.534 -2.036 -2.066 0.11 1.37 0.38
F 8.237 6.230 2.478 -0.39 -1.41 0.71
Cl 2.534 -5.647 0.980 -3.12 -5.12 -0.75
C 7.626 -2.169 4.930 -2.31 -0.88 0.12
Cl 7.361 -1.650 3.249 0.62 -1.05 1.47
Cl 7.583 -3.945 5.019 0.33 0.40 -0.08
Cl 9.219 -1.583 5.490 0.31 0.31 0.65
Cl 6.354 -1.487 5.958 1.03 0.38 -0.41
Al 11.531 -1.241 4.509 0.32 0.07 -0.20
C -6.812 -1.123 -2.969 0.48 0.09 0.78
C -7.380 -0.111 -3.913 -0.01 0.94 0.10
O -7.655 -0.873 -5.077 0.01 -0.68 0.15
C -7.803 -2.169 -4.680 -0.68 -1.37 -1.15
O -8.207 -3.056 -5.389 0.63 1.31 1.06
O -7.435 -2.330 -3.377 -0.23 0.05 -0.60
H -7.046 -0.899 -1.926 -0.04 -0.21 -0.12
H -5.728 -1.232 -3.074 -0.06 0.02 -0.03
H -8.315 0.324 -3.547 0.05 -0.04 -0.01
H -6.676 0.694 -4.134 -0.08 -0.20 -0.09
F 5.578 0.861 7.122 0.10 -0.29 -0.37
C -6.673 1.604 2.164 0.23 -0.19 0.16
N -8.122 1.873 1.970 -0.75 0.04 -0.01
O -8.914 1.115 2.520 0.58 0.75 -0.56
O -8.416 2.837 1.271 0.19 -0.88 0.60
H -6.560 0.726 2.801 -0.14 0.17 -0.12
H -6.236 1.426 1.181 -0.04 0.19 0.13
H -6.235 2.483 2.639 -0.05 -0.07 -0.21
C -4.316 -7.004 1.785 0.09 -0.07 0.00
C -3.808 -5.654 1.292 0.04 -0.14 0.08
N -2.362 -5.469 1.415 0.22 0.25 0.03
C -1.936 -4.095 1.146 -0.15 -0.07 0.32
C -2.138 -3.552 -0.267 0.14 0.25 -0.27
C -1.526 -6.504 0.805 -0.06 -0.18 0.24
C -1.681 -6.737 -0.696 0.12 -0.21 -0.26
H -4.064 -7.161 2.838 0.05 0.01 -0.13
H -5.405 -7.045 1.691 0.13 0.06 0.00
H -3.912 -7.835 1.201 -0.02 0.06 0.07
H -4.312 -4.886 1.890 0.24 0.10 -0.10
H -4.145 -5.514 0.258 -0.11 0.02 -0.12
H -0.879 -3.984 1.417 -0.03 -0.24 -0.02
H -2.471 -3.434 1.840 -0.10 -0.19 -0.01
H -1.388 -3.938 -0.960 -0.13 -0.05 0.00
H -2.025 -2.464 -0.260 -0.03 -0.01 0.03
H -3.130 -3.771 -0.667 0.08 -0.03 0.04
H -1.717 -7.451 1.320 -0.15 0.14 0.02
H -0.471 -6.292 1.021 -0.16 0.21 0.05
H -2.725 -6.720 -1.018 0.06 0.01 0.04
H -1.276 -7.719 -0.961 -0.05 0.10 0.05
H -1.127 -6.001 -1.277 -0.10 0.02 -0.05
```
Forces are in eV/Å.

For the LUMO energy, the calculation gives -8.00 eV. The HOMO-LUMO gap comes out at 1.37 eV. For the maximum force, the calculation gives 0.1226 Eh/bohr. The total charge is +1.

=====

No. 2
12 unconnected molecules or ions with the total composition C33H59F3N4O23 at a distorted geometry. Source: OMol25; level of theory: the ωB97M-V functional and the def2-TZVPD basis.

```
122
Properties=species:S:1:pos:R:3:forces:R:3
C 30.547 23.410 1.438 -0.60 0.29 0.01
C 29.805 23.798 0.159 0.24 -0.23 0.74
O 30.645 24.632 -0.660 0.49 -0.48 -0.73
C 30.617 25.935 -0.632 -0.52 -0.14 0.60
O 29.933 26.629 0.070 0.13 0.14 -0.17
C 31.619 26.516 -1.665 -0.23 0.80 0.46
F 31.957 25.644 -2.596 0.09 0.16 -0.11
F 31.051 27.590 -2.233 0.31 -0.31 -0.10
F 32.747 26.946 -1.037 -0.42 -0.44 -0.35
H 29.822 23.007 2.146 0.08 -0.52 -0.22
H 30.984 24.236 1.996 0.17 0.27 -0.40
H 31.301 22.676 1.161 0.10 -0.06 0.41
H 28.827 24.243 0.327 0.12 0.35 -0.02
H 29.676 22.884 -0.416 -0.09 0.17 -0.31
C 30.414 28.320 -6.633 -0.25 1.11 -0.25
O 31.517 27.641 -6.075 -0.46 -1.87 -0.10
C 32.449 28.215 -5.351 0.48 0.86 0.12
O 32.536 29.387 -5.116 -0.02 0.45 0.26
O 33.302 27.272 -4.957 -0.50 -1.16 -0.22
C 34.438 27.586 -4.160 -0.17 0.44 -0.27
H 29.548 27.672 -6.750 0.38 -0.50 0.21
H 30.700 28.669 -7.625 -0.06 0.22 0.05
H 30.080 29.152 -6.012 0.31 0.12 -0.02
H 34.280 28.589 -3.757 0.45 -0.09 0.09
H 35.314 27.501 -4.803 0.05 0.34 0.11
H 34.534 26.826 -3.386 -0.23 0.09 0.06
C 34.432 33.928 1.118 -0.54 -0.46 -0.30
O 34.619 32.869 0.162 0.22 0.54 -0.08
C 33.755 31.866 0.238 -0.01 -0.87 -0.40
O 32.877 31.678 1.030 -0.19 0.62 0.77
O 34.024 31.018 -0.752 1.07 -0.16 -0.19
C 33.699 29.652 -0.525 -1.43 -0.41 -0.38
H 33.364 34.144 1.125 0.09 0.16 0.49
H 34.976 34.804 0.781 0.17 -0.17 -0.16
H 34.808 33.579 2.078 -0.19 0.21 0.14
H 34.229 29.059 -1.264 0.31 0.17 0.07
H 32.635 29.492 -0.714 -0.04 0.15 -0.10
H 33.831 29.272 0.485 0.54 0.45 0.10
C 29.801 21.287 5.069 0.36 -0.87 -0.47
O 30.085 21.861 6.332 -0.75 1.12 0.36
C 29.657 21.157 7.392 1.40 -0.35 -0.92
O 29.296 20.018 7.319 -0.73 -0.35 0.30
O 29.893 21.870 8.480 -0.16 0.27 0.13
C 29.682 21.232 9.734 0.00 -0.68 0.38
H 28.761 20.989 4.934 0.03 -0.12 0.37
H 30.467 20.425 4.983 -0.34 -0.11 -0.39
H 30.019 21.982 4.262 0.28 0.32 0.39
H 30.637 21.114 10.243 0.04 0.49 0.05
H 29.308 20.211 9.645 -0.26 0.19 -0.39
H 28.975 21.835 10.295 0.13 0.05 0.15
C 33.328 23.152 -3.885 0.39 0.30 0.23
O 32.467 22.135 -4.393 0.30 -0.10 -0.04
C 31.405 21.782 -3.691 -0.62 -0.14 -0.26
O 30.957 22.368 -2.743 -0.36 -0.01 0.36
O 30.946 20.654 -4.242 0.36 0.09 -0.21
C 29.635 20.140 -4.045 -0.35 -0.46 -0.52
H 33.520 23.834 -4.710 0.16 -0.02 0.03
H 34.249 22.698 -3.530 0.07 -0.16 -0.39
H 32.941 23.716 -3.042 -0.57 -0.22 -0.14
H 29.646 19.184 -4.569 0.18 -0.09 0.21
H 28.884 20.708 -4.597 0.07 0.46 0.38
H 29.358 19.953 -3.010 0.11 0.38 0.11
C 33.210 26.149 1.952 0.87 -0.35 -0.04
O 33.252 27.560 2.055 -0.11 -0.10 0.09
C 33.342 28.111 3.269 -1.63 1.19 0.22
O 33.267 27.593 4.344 0.51 -0.81 0.17
O 33.303 29.423 3.055 0.51 0.40 -0.93
C 33.128 30.347 4.113 0.15 -0.76 1.30
H 34.256 25.856 1.820 -0.22 -0.51 0.02
H 32.645 25.905 1.061 0.02 0.09 -0.03
H 32.777 25.619 2.799 0.04 0.41 0.23
H 33.602 29.977 5.026 0.27 0.00 -0.14
H 32.078 30.427 4.390 -0.14 0.25 -0.44
H 33.576 31.290 3.829 -0.19 0.04 -0.27
C 27.267 20.698 -0.294 -0.96 0.63 0.27
O 28.028 19.510 -0.154 0.43 0.14 -0.26
C 28.857 19.468 0.898 -0.79 -0.95 -0.05
O 29.065 20.347 1.678 0.45 0.93 0.42
O 29.311 18.231 0.986 0.32 -0.24 -0.85
C 30.225 17.958 2.032 -0.17 -0.38 1.51
H 26.212 20.438 -0.183 0.06 -0.11 -0.01
H 27.371 21.170 -1.270 0.43 -0.29 -0.10
H 27.502 21.419 0.488 0.16 -0.08 -0.09
H 30.412 16.887 2.048 0.09 0.05 -0.51
H 29.734 18.152 2.992 0.12 0.29 -0.09
H 31.158 18.511 1.979 -0.11 0.07 -0.25
C 27.012 23.953 -3.628 -0.35 1.04 0.48
O 27.392 23.031 -4.633 -0.52 -0.66 -0.03
C 28.393 23.282 -5.482 -0.16 0.02 0.34
O 28.448 22.751 -6.553 0.31 0.00 -0.21
O 29.281 24.109 -4.947 0.66 0.26 0.44
C 30.325 24.631 -5.810 -1.53 0.25 -0.34
H 27.732 24.053 -2.816 0.29 -0.02 -0.23
H 26.067 23.675 -3.162 0.08 -0.69 -0.30
H 26.778 24.924 -4.066 0.41 0.09 -0.01
H 29.752 25.186 -6.553 0.51 0.04 -0.40
H 30.896 23.843 -6.292 0.13 -0.04 0.20
H 30.890 25.351 -5.231 0.23 -0.32 0.16
C 35.517 24.422 -0.845 -1.38 0.68 0.10
C 36.076 24.127 -2.155 0.19 -0.14 0.49
N 36.508 23.860 -3.183 0.04 0.09 -0.14
H 35.777 25.418 -0.484 0.63 -0.19 0.02
H 35.642 23.657 -0.084 0.52 -0.06 -0.14
H 34.429 24.536 -0.944 0.03 -0.28 -0.25
C 26.664 26.475 1.548 0.04 0.07 0.50
C 26.426 26.090 0.175 -0.44 -0.20 -0.06
N 26.215 25.793 -0.912 0.06 -0.17 -0.17
H 26.088 27.365 1.801 0.30 0.22 -0.20
H 27.740 26.618 1.656 -0.10 0.22 0.25
H 26.312 25.726 2.258 0.16 -0.27 -0.24
C 27.853 27.942 -2.385 -0.32 0.27 -0.56
C 26.996 27.729 -3.553 -0.03 -0.18 0.14
N 26.322 27.604 -4.475 0.07 -0.04 -0.03
H 28.681 28.558 -2.733 0.13 0.01 0.36
H 28.193 27.005 -1.959 0.05 -0.02 -0.13
H 27.256 28.465 -1.640 0.20 0.09 0.08
C 31.709 19.867 -1.226 0.74 -0.50 -0.04
C 32.601 19.339 -0.201 -0.49 -0.26 0.49
N 33.248 18.859 0.618 0.17 0.15 -0.05
H 31.096 19.052 -1.610 -0.02 0.01 0.00
H 32.397 20.187 -2.007 -0.44 0.30 -0.22
H 31.073 20.669 -0.864 0.16 0.14 -0.03
```
Forces are in eV/Å.

For the LUMO energy, the calculation gives 0.07 eV. The HOMO-LUMO gap comes out at 10.74 eV. For the maximum force, the calculation gives 0.0395 Eh/bohr. The total charge is 0. Its SMILES is CCOC(=O)C(F)(F)F.COC(=O)OC.COC(=O)OC.COC(=O)OC.COC(=O)OC.COC(=O)OC.COC(=O)OC.COC(=O)OC.CC#N.CC#N.CC#N.CC#N.